w) The following is a DFT calculation (ωB97M-V with the def2-TZVPD basis set) of an isolated molecule of CH6O2Si2.

Last column: natural (NBO) charge in e.
Positions of all 11 atoms, in Å:
O -0.041 -0.756 -1.628  -0.57
C -0.376 -0.111 -0.644  0.50
Si -2.206 0.202 -0.017  0.75
O 0.541 0.433 0.185  -0.86
Si 2.136 -0.060 0.277  1.17
H -2.884 -1.074 0.166  -0.14
H -2.168 0.646 1.369  -0.16
H -2.939 1.223 -0.721  -0.14
H 2.999 0.997 -0.222  -0.20
H 2.329 -1.217 -0.548  -0.18
H 2.609 -0.284 1.784  -0.17

The calculation puts the LUMO energy at 0.812 eV. The molecular weight comes out at 106.229 Da.

x) The following is a DFT calculation (ωB97M-V with the def2-TZVPD basis set) of a cluster of 2 separate species, CH6O2Si2 in total.

Last column: natural (NBO) charge in e.
Positions of all 11 atoms, in Å:
C -0.780 -1.677 0.214  0.66
O 0.077 -2.495 0.103  -0.54
O -0.839 -0.567 -0.492  -0.85
Si 3.709 0.398 -0.308  0.58
Si -1.705 0.828 -0.377  1.21
H -1.624 -1.777 0.930  0.09
H 3.577 0.006 1.120  -0.29
H 3.303 1.826 -0.122  -0.29
H -2.845 0.604 0.508  -0.20
H -2.099 1.056 -1.756  -0.18
H -0.776 1.800 0.180  -0.19

The calculation puts the LUMO energy at -0.926 eV. The molecular weight comes out at 106.229 Da.

Q: What are the energies relative to the best structure? A: w) 0.0; x) 194.0, in kJ/mol.

w) The following is a DFT calculation (ωB97M-V with the def2-TZVPD basis set) of a cluster of 4 separate species, C2H13NO4 in total.

Last column: Mulliken spin population.
Positions of all 20 atoms, in Å:
C 0.808 -0.373 -1.107  0.10
O 0.083 0.797 -1.259  0.21
C 2.279 -0.105 -0.591  0.09
N 2.529 -0.679 0.678  0.56
H 0.216 -1.143 -0.603  -0.01
H 0.904 -0.759 -2.127  0.00
H -0.237 1.179 -0.428  0.00
H 3.002 -0.532 -1.299  0.07
H 2.438 0.969 -0.523  0.00
H 3.235 -0.265 1.294  -0.01
H 2.666 -1.689 0.686  -0.01
H -1.544 0.686 1.295  0.00
H -2.830 1.546 0.941  0.00
O -1.884 1.451 0.791  0.00
H -0.335 -0.317 2.929  0.00
H 0.444 -0.462 1.524  -0.01
O -0.399 -0.470 1.979  0.01
H -2.542 -0.664 -1.951  0.00
H -2.331 0.164 -0.663  0.00
O -2.711 -0.663 -1.004  0.00

The net charge is +1. As for the spin multiplicity: 2. The calculation puts the LUMO energy (spin up / spin down) at -3.632 / -9.300 eV. The molecular weight comes out at 115.129 Da.

x) The following is a DFT calculation (ωB97M-V with the def2-TZVPD basis set) of a cluster of 4 separate species, C2H13NO4 in total.

Last column: Mulliken spin population.
Positions of all 20 atoms, in Å:
C 0.367 -0.269 -1.958  0.13
O -0.976 -0.775 -2.160  0.01
C 0.978 -0.677 -0.482  0.07
N 1.076 -2.077 -0.067  0.69
H 1.123 -0.661 -2.788  0.01
H 0.440 0.903 -2.114  0.00
H -1.195 -0.607 -3.165  0.00
H 1.791 0.018 -0.359  0.00
H 0.108 -0.383 0.154  0.08
H 2.011 -2.510 -0.115  0.00
H 0.490 -2.577 -0.748  0.00
H -1.413 0.003 2.564  0.00
H -1.296 1.354 1.985  0.00
O -1.174 0.913 2.862  0.00
H -2.743 0.467 0.090  0.00
H -1.774 0.709 -1.007  0.00
O -2.097 1.128 -0.195  0.01
H 1.999 2.222 2.521  0.00
H 0.708 1.414 2.770  0.00
O 1.577 1.405 2.211  0.00

The net charge is +1. As for the spin multiplicity: 2. The calculation puts the LUMO energy (spin up / spin down) at -3.539 / -9.200 eV. The molecular weight comes out at 115.129 Da.

Q: What are the energies relative to the best structure? A: w) 0.0; x) 92.7, in kJ/mol.

w) The following is a DFT calculation (ωB97M-V with the def2-TZVPD basis set) of an isolated molecule of C3H8O2S.

Last column: Mulliken spin population.
Positions of all 14 atoms, in Å:
C 1.145 -0.958 0.602  -0.01
C 1.034 1.083 -0.702  0.04
C 0.189 0.086 0.096  0.02
O -2.897 0.086 0.741  0.42
O -2.260 0.239 -0.585  0.16
S -1.048 -0.745 -0.891  1.38
H 0.860 -1.439 1.538  0.01
H 1.119 -1.711 -0.162  0.00
H 2.220 -0.675 0.703  0.00
H 1.961 1.354 -0.214  0.00
H 0.458 1.963 -1.107  -0.01
H 1.359 0.534 -1.598  0.00
H -0.415 0.520 0.840  -0.02
H -3.726 -0.338 0.737  0.00

As for the spin multiplicity: 3. The calculation puts the LUMO energy (spin up / spin down) at 0.855 / -2.579 eV. The molecular weight comes out at 108.162 Da.

x) The following is a DFT calculation (ωB97M-V with the def2-TZVPD basis set) of a structure of composition C3H8O2S.

Last column: Mulliken spin population.
Positions of all 14 atoms, in Å:
C -2.081 -0.349 -0.830  1.42
C 0.811 -1.398 -0.044  -0.01
C 1.104 0.939 1.328  0.15
O 0.352 0.906 -1.280  0.02
O -2.354 0.682 -1.491  0.20
S 0.002 0.282 -0.005  0.12
H -2.940 -0.330 -0.077  0.09
H 1.526 -1.493 0.805  0.00
H 0.065 -2.044 0.220  0.00
H 1.080 -1.645 -1.000  0.00
H 0.527 1.279 2.158  0.00
H 2.042 0.375 1.519  0.01
H 1.356 1.842 0.797  -0.01
H -1.491 0.954 -2.101  0.02

As for the spin multiplicity: 3. The calculation puts the LUMO energy (spin up / spin down) at 0.793 / -0.708 eV. The molecular weight comes out at 108.162 Da.

Q: What are the energies relative to the best structure? A: w) 43.8; x) 0.0, in kJ/mol.

w) The following is a DFT calculation (ωB97M-V with the def2-TZVPD basis set) of a cluster of 2 separate species, C3H8N in total.

Last column: natural (NBO) charge in e.
Positions of all 12 atoms, in Å:
C 1.583 -0.469 0.461  0.02
C -0.468 -1.457 -0.060  -0.47
C -0.688 1.959 -0.572  -0.05
N 0.428 -0.398 -0.037  -0.30
H 2.166 0.357 0.411  0.20
H 2.059 -1.450 0.819  0.21
H -1.333 -1.222 -0.771  0.23
H -0.925 -1.548 0.945  0.25
H 0.213 -2.229 -0.540  0.24
H -1.485 2.142 0.111  0.20
H -1.089 1.788 -1.681  0.25
H 0.208 2.448 -0.301  0.20

The net charge is +1. The calculation puts the LUMO energy (spin up / spin down) at -6.981 / -7.581 eV. The molecular weight comes out at 58.104 Da.

x) The following is a DFT calculation (ωB97M-V with the def2-TZVPD basis set) of the ion C3H8N with charge +1.

Last column: natural (NBO) charge in e.
Positions of all 12 atoms, in Å:
C -1.254 -0.453 -0.818  0.21
N -0.870 0.495 0.113  -0.46
C 0.583 0.806 0.268  -0.21
C 1.135 -0.615 0.511  -0.63
H -1.713 0.094 -1.649  0.20
H -1.818 -1.250 -0.314  0.27
H -1.430 1.339 -0.045  0.42
H 0.872 1.291 -0.664  0.24
H 0.817 1.427 1.136  0.26
H 0.459 -1.205 1.132  0.23
H 2.186 -0.730 0.762  0.27
H 1.033 -1.199 -0.433  0.21

The net charge is +1. The calculation puts the LUMO energy at -8.056 eV. The molecular weight comes out at 58.104 Da.

Q: What are the energies relative to the best structure? A: w) 66.9; x) 0.0, in kJ/mol.